{
  "formula": "C48H55ClNO8P",
  "method": "ωB97M-V with the def2-TZVPD basis set",
  "orbital_gap_ev": 6.96,
  "total_energy_ev": -90346.0955,
  "e_homo_ev": -7.974,
  "spin_multiplicity": 1,
  "smiles": "CC[C@@H](Cl)[C@@H](O[C@@H](CC=O)[C@H](CC)OCCCCCNC(C)=O)P(C)CC.O=C1c2ccccc2C(=O)c2ccccc21.O=C1c2ccccc2C(=O)c2ccccc21",
  "lumo_energy_ev": -1.0,
  "largest_force_ev_per_a": 4.006,
  "charge": 0,
  "symbols": ["Cl", "P", "O", "O", "O", "O", "O", "O", "O", "O", "N", "C", "C", "C", "C", "C", "C", "C", "C", "C", "C", "C", "C", "C", "C", "C", "C", "C", "C", "C", "C", "C", "C", "C", "C", "C", "C", "C", "C", "C", "C", "C", "C", "C", "C", "C", "C", "C", "C", "C", "C", "C", "C", "C", "C", "C", "C", "C", "C", "H", "H", "H", "H", "H", "H", "H", "H", "H", "H", "H", "H", "H", "H", "H", "H", "H", "H", "H", "H", "H", "H", "H", "H", "H", "H", "H", "H", "H", "H", "H", "H", "H", "H", "H", "H", "H", "H", "H", "H", "H", "H", "H", "H", "H", "H", "H", "H", "H", "H", "H", "H", "H", "H", "H"],
  "xyz": [[-1.94880, 0.62597, -2.34579], [-5.17837, 0.46341, -0.47147], [6.98890, 0.48455, -5.57322], [7.82682, 4.69245, 2.27398], [-4.47862, -3.92763, 2.81900], [2.77080, 3.06675, 1.77581], [-1.90318, -5.35046, 1.67978], [4.38045, 1.72721, -1.09020], [-3.44532, -0.83074, 1.15072], [-3.46921, -3.76660, -4.35912], [-3.86829, -4.49745, -2.09383], [6.41554, 1.75671, -2.25546], [9.14660, 2.26273, -2.46057], [7.12176, 2.30787, 3.54907], [-4.63920, -1.98700, 5.16773], [8.47471, 1.65126, -3.51287], [7.09212, 2.37620, -1.20476], [6.07732, 6.37160, 0.88359], [4.46049, 1.50434, 3.35813], [5.36489, 0.74975, 4.09604], [-6.24191, -4.25030, -1.05241], [6.66450, 4.33524, 2.18385], [7.10435, 1.40718, -3.41700], [5.16374, 7.14217, 0.17358], [4.24835, 0.87667, -3.27343], [-2.19753, -2.92878, 1.44678], [0.09968, 1.57613, 0.19407], [6.38768, 0.79365, -4.55956], [-5.79600, 0.92367, 1.28531], [4.22762, 0.04678, -5.54058], [-3.45998, -0.38426, -0.22876], [-5.32688, -4.36137, -2.35956], [4.36313, 4.72131, 1.29455], [-4.03287, -1.57805, 3.71948], [2.87740, 0.63613, -3.17542], [-5.75432, -4.59529, 2.86192], [-1.44480, -4.25775, -3.09951], [-6.63032, 2.31110, 1.16621], [-2.27384, 0.67906, -0.53929], [-6.56705, -4.58454, 1.48787], [3.45279, 5.49011, 0.56925], [-3.64791, -2.25871, 1.24578], [2.85875, -0.17839, -5.44442], [-3.04917, -4.14344, -3.24723], [-4.60234, -2.52339, 2.53394], [5.68045, 5.15594, 1.44172], [-2.07602, -4.40211, 0.86498], [6.21264, 3.07709, 2.82198], [-5.73999, -5.09462, 0.21074], [8.45363, 2.63382, -1.31021], [3.85356, 6.69776, 0.01021], [4.92718, 0.57028, -4.45281], [-4.98886, 2.12347, -1.36071], [4.96904, 1.47099, -2.12542], [3.91687, 3.45394, 1.91571], [-0.88593, 0.28352, 0.18127], [4.88360, 2.66657, 2.71429], [2.18518, 0.10944, -4.25930], [6.69734, 1.14666, 4.18357], [5.47312, 8.08958, -0.25520], [7.09709, 6.72194, 1.00433], [-3.95202, -2.69632, 5.72214], [-6.04018, 2.48461, -1.62513], [-3.64750, -5.47650, -1.85603], [-3.44187, -1.23701, -0.98858], [-4.83939, -1.01045, 5.74100], [-2.17840, -4.70297, -0.22577], [-5.67091, -2.16661, 2.35292], [-4.38559, -0.49745, 3.54298], [2.42993, 5.15127, 0.44276], [8.15948, 2.61498, 3.62513], [-5.53977, -3.42118, -2.98487], [-6.53381, 0.14264, 1.68333], [-5.68531, -5.24042, -3.01349], [-0.37951, -0.54342, -0.41371], [7.40455, 0.55205, 4.75225], [0.60295, 1.74799, -0.80868], [-1.03923, 0.01405, 1.28694], [8.97626, 3.12250, -0.49426], [-7.47975, -5.24967, 1.60573], [-1.39815, -2.28404, 0.95796], [-2.89884, -1.53105, 3.74749], [10.21135, 2.45585, -2.53864], [-1.91727, -3.00415, 2.55835], [3.42519, 1.18754, 3.28915], [-6.06772, -6.18545, 0.03084], [-5.67239, -2.42655, 4.95413], [-4.54722, 2.91291, -0.64736], [0.90678, 1.33772, 0.96806], [-0.98123, -3.23575, -3.32797], [-4.21650, -2.70476, 0.35611], [5.03183, -0.15025, 4.60209], [-1.05630, -5.05204, -3.82383], [-7.30697, -4.61246, -1.28600], [-7.27456, 2.33796, 0.21433], [-5.55458, -5.69962, 3.11915], [2.34690, 0.86293, -2.25644], [-4.94310, 1.09885, 2.02228], [6.55825, 2.66264, -0.30439], [3.14300, 7.29622, -0.55025], [-4.40611, 2.04023, -2.33053], [-6.31449, -3.13264, -0.79553], [-5.86698, 3.16203, 1.14346], [-1.12093, -4.54429, -2.04943], [-6.40790, -4.21003, 3.72996], [9.01851, 1.36952, -4.40828], [-4.61464, -5.12938, 0.35268], [-0.47810, 2.50515, 0.53032], [1.11819, -0.07315, -4.18241], [-6.89984, -3.51279, 1.25502], [4.74655, -0.18256, -6.46539], [-2.53636, 1.72243, -0.14828], [2.31591, -0.58066, -6.29335], [-7.37358, 2.43146, 2.03492]],
  "lowdin_charge": [0.58, 0.95, 0.10, 0.09, -0.14, 0.09, -0.02, 0.10, -0.21, 0.02, 0.01, -0.08, -0.05, 0.00, -0.09, 0.00, 0.01, 0.00, 0.01, -0.06, -0.19, -0.29, -0.08, -0.06, -0.08, -0.04, -0.12, -0.28, -0.41, 0.00, -0.48, -0.21, -0.08, -0.16, 0.01, -0.20, -0.01, -0.19, -0.61, -0.17, 0.01, -0.23, -0.05, -0.43, -0.26, -0.09, -0.19, -0.09, -0.20, -0.05, -0.06, -0.08, -0.34, -0.27, -0.28, -0.27, -0.08, -0.05, -0.06, 0.11, 0.12, 0.08, 0.04, 0.13, 0.10, 0.08, 0.09, 0.15, 0.10, 0.12, 0.12, 0.13, 0.07, 0.13, 0.10, 0.11, 0.06, 0.11, 0.11, 0.12, 0.11, 0.11, 0.11, 0.13, 0.12, 0.12, 0.06, 0.05, 0.07, 0.09, 0.14, 0.11, 0.09, 0.12, 0.06, 0.14, 0.11, 0.07, 0.11, 0.11, 0.02, 0.10, 0.07, 0.05, 0.12, 0.12, 0.08, 0.08, 0.10, 0.10, 0.12, 0.11, 0.11, 0.08]
}

{
  "formula": "C39H39N3O7P2Tb",
  "method": "ωB97M-V with the def2-TZVPD basis set",
  "orbital_gap_ev": [9.69, 9.57],
  "total_energy_ev": -100895.1293,
  "e_homo_ev": [-11.550, -11.384],
  "spin_multiplicity": 7,
  "lumo_energy_ev": [-1.9, -1.8],
  "largest_force_ev_per_a": 3.120,
  "charge": 1,
  "relative_energy_kcal_mol": 13.22,
  "symbols": ["Tb", "P", "P", "O", "O", "O", "O", "O", "O", "O", "N", "N", "N", "C", "C", "C", "C", "C", "C", "C", "C", "C", "C", "C", "C", "C", "C", "C", "C", "C", "C", "C", "C", "C", "C", "C", "C", "C", "C", "C", "C", "C", "C", "C", "C", "C", "C", "C", "C", "C", "C", "C", "H", "H", "H", "H", "H", "H", "H", "H", "H", "H", "H", "H", "H", "H", "H", "H", "H", "H", "H", "H", "H", "H", "H", "H", "H", "H", "H", "H", "H", "H", "H", "H", "H", "H", "H", "H", "H", "H", "H"],
  "xyz": [[0.56981, 0.74651, 1.08522], [0.12661, -0.38599, -2.16408], [-0.35749, -2.11509, 0.10882], [0.56921, 0.73171, -1.26588], [2.39351, 4.58771, 1.63292], [0.87861, -1.39759, 0.55472], [-1.38539, 0.04541, 0.86962], [3.24721, 2.33861, -0.50798], [-3.43909, 0.16951, 0.05662], [2.00391, 0.32001, 2.97652], [-0.47779, 3.12211, 0.81652], [-0.81279, 0.90951, 3.40602], [2.05541, 2.36781, 2.05042], [1.43681, -1.57859, -2.55198], [-1.56689, -3.11729, 3.81382], [-2.25209, 0.56981, 3.48012], [2.79601, 1.45761, 0.03842], [-3.50429, -3.37419, 2.41852], [1.15271, -2.65209, -3.39338], [-0.53279, 0.28521, -3.71408], [-0.40299, 0.73531, -6.06668], [-0.48689, 5.91961, 0.40362], [-2.78969, -2.91899, 1.32292], [-1.55889, 1.49511, -5.98408], [-0.93069, 3.98211, 1.73782], [2.44471, 1.47941, 2.97652], [-2.62919, 0.36831, 0.94662], [-0.03269, 5.03171, -0.56898], [-2.19469, 1.66381, -4.76238], [-1.68279, 1.06151, -3.62748], [3.59651, 3.50651, 3.46342], [2.69741, -1.46149, -1.98238], [-0.45519, 7.38871, 0.17532], [-1.46079, -2.55399, 1.48042], [-0.96409, 5.35481, 1.58162], [1.76171, -5.51979, -0.62678], [2.63731, 3.60261, 2.28142], [-1.17969, -1.42109, -1.40508], [-0.44859, -5.87439, -1.49298], [-3.06839, 1.02521, 2.26732], [0.11951, -3.77609, -0.47368], [3.66111, -2.42249, -2.23918], [2.11531, -3.61169, -3.64228], [3.36951, -3.49979, -3.06118], [3.42161, 2.07661, 3.96612], [1.40241, -4.24399, -0.22998], [-0.81129, -4.60349, -1.09098], [-2.89689, -3.47989, 3.66062], [-0.84789, -2.65179, 2.72522], [0.83881, -6.33209, -1.26208], [0.11401, 0.13051, -4.93288], [-0.04839, 3.67221, -0.33018], [-0.67929, 1.85881, 3.75842], [0.19431, -2.36679, 2.82322], [-3.26889, -2.83039, 0.35932], [0.34111, 5.40421, -1.51048], [-1.42689, -2.23429, -2.08638], [1.01891, -0.45649, -4.99548], [4.64041, -2.33499, -1.79188], [1.89111, -4.44809, -4.28698], [4.34281, 1.49661, 3.96362], [2.91181, -0.61779, -1.33408], [1.11651, -7.32789, -1.56838], [-4.53879, -3.65849, 2.30092], [-1.96079, 1.96271, -6.87098], [-0.94839, 7.63641, -0.76308], [-1.35579, 5.97691, 2.37352], [-3.45509, -3.85009, 4.50852], [-3.08469, 2.26981, -4.69398], [0.28471, 2.99081, -1.10818], [2.76011, -5.88209, -0.43518], [0.17971, -2.73229, -3.85798], [3.35721, 4.26651, 4.20662], [2.11091, -3.59239, 0.26052], [-0.31539, 0.29811, 4.05602], [-2.70539, 1.00551, 4.38402], [-2.16359, 1.18861, -2.66718], [-1.82159, -4.25569, -1.25448], [3.01451, 2.02371, 4.97492], [-1.09129, -3.20639, 4.77962], [-1.17059, -6.50949, -1.98068], [4.11861, -4.25329, -3.25178], [-2.32669, -0.51869, 3.55072], [-1.29949, 3.55211, 2.66102], [0.58101, 7.71571, 0.10242], [-3.02239, 2.10761, 2.13472], [-2.08119, -0.84029, -1.17598], [0.10251, 0.61961, -7.01428], [-4.11119, 0.75421, 2.43652], [4.60721, 3.70781, 3.10622], [-0.93759, 7.92651, 0.98592]],
  "lowdin_spin": [6.10, 0.00, 0.00, -0.01, 0.00, -0.01, -0.01, 0.00, 0.00, -0.01, -0.01, -0.01, -0.01, 0.00, 0.00, 0.00, -0.01, 0.00, 0.00, 0.00, 0.00, 0.00, 0.00, 0.00, 0.00, 0.00, 0.00, 0.00, 0.00, 0.00, 0.00, 0.00, 0.00, 0.00, 0.00, 0.00, 0.00, 0.00, 0.00, 0.00, 0.00, 0.00, 0.00, 0.00, 0.00, 0.00, 0.00, 0.00, 0.00, 0.00, 0.00, 0.00, 0.00, 0.00, 0.00, 0.00, 0.00, 0.00, 0.00, 0.00, 0.00, 0.00, 0.00, 0.00, 0.00, 0.00, 0.00, 0.00, 0.00, 0.00, 0.00, 0.00, 0.00, 0.00, 0.00, 0.00, 0.00, 0.00, 0.00, 0.00, 0.00, 0.00, 0.00, 0.00, 0.00, 0.00, 0.00, 0.00, 0.00, 0.00, 0.00]
}

{
  "formula": "CH2Cl2",
  "method": "ωB97M-V with the def2-TZVPD basis set",
  "orbital_gap_ev": 11.90,
  "total_energy_ev": -26114.0329,
  "e_homo_ev": -10.982,
  "spin_multiplicity": 1,
  "smiles": "ClCCl",
  "lumo_energy_ev": 0.9,
  "largest_force_ev_per_a": 1.625,
  "charge": 0,
  "relative_energy_kcal_mol": 4.67,
  "symbols": ["Cl", "Cl", "C", "H", "H"],
  "xyz": [[1.22538, 1.16352, -0.20139], [-1.46168, 0.13836, -0.93592], [-0.02893, -0.06219, 0.11945], [-0.18050, -0.23885, 1.18430], [0.44575, -1.00083, -0.16644]],
  "lowdin_charge": [0.48, 0.49, -1.02, 0.04, 0.01]
}